# 1
The following is a quantum chemistry calculation of 9 unconnected molecules or ions with the total composition H18O9, from the OMol25 dataset.

XYZ file:
```
27
Properties=species:S:1:pos:R:3:forces:R:3
H 0.058 -0.251 -3.322 0.0009 -0.2141 -0.2492
O -0.550 -0.749 0.175 0.0747 -1.1430 0.2720
H -3.663 1.819 -1.134 -0.1842 0.1906 -0.0238
O -0.571 0.801 2.436 -0.3061 0.0180 -0.0239
H 2.776 -2.409 0.805 1.0556 0.3198 -0.3526
H -1.190 -3.996 -0.465 -0.4490 -0.6850 -0.6808
H -0.655 -2.620 -0.131 -0.1155 1.8027 0.1362
O 2.780 0.656 -1.529 0.2841 0.1627 0.1724
H -0.351 -0.377 -0.685 0.0607 0.2764 -0.9611
O -0.445 -3.551 -0.062 0.7529 -0.7070 0.9366
H -0.084 1.084 -2.623 -0.1471 0.3335 -0.0278
H 1.173 0.314 2.042 -0.3283 0.2221 0.2790
O -3.245 0.967 -1.258 -0.2457 -0.3205 -0.1920
O 2.066 0.462 1.729 0.4132 -0.6485 -0.0562
H -0.508 1.550 3.028 0.1812 0.3263 0.2933
H -0.830 3.018 -0.561 -0.0253 0.2756 -0.2655
H -0.622 0.009 0.754 0.0200 0.3189 0.2841
O -0.884 2.176 -0.107 0.2743 -0.1605 0.0338
H 2.034 1.323 1.312 0.1757 0.2023 -0.2311
H 1.881 0.732 -1.209 -0.2615 -0.0637 0.0290
H -1.330 0.310 2.750 -0.3324 -0.2987 0.2624
H 2.775 -0.134 -2.070 0.0205 -0.1370 -0.2133
O 1.917 -2.695 1.116 -0.5882 -1.3047 -0.1004
O -0.145 0.141 -2.472 0.1325 -0.1463 0.3186
H -2.609 0.906 -0.546 0.2435 0.0636 -0.0108
H 1.432 -1.882 1.261 -0.6970 1.2468 0.0508
H -1.208 2.395 0.767 -0.0097 0.0697 0.3205
```
Positions in Å, forces in eV/Å.

Properties
⟨S²⟩   0.7570
Spin multiplicity   2
Net charge   +1
Orbital gap (spin up / spin down)   10.70 / 3.45 eV

---

# 2
The following is a quantum chemistry calculation of 9 unconnected molecules or ions with the total composition H18O9, from the OMol25 dataset.

XYZ file:
```
27
Properties=species:S:1:pos:R:3:forces:R:3
H 1.619 1.424 -0.973 -0.4726 -1.5647 -2.3424
H -0.414 0.228 3.222 -0.5450 0.1317 -0.0732
H 3.390 -0.520 0.139 0.1205 -0.2614 0.4576
H -3.913 -0.906 -0.574 -0.1989 -0.4620 -0.0463
O 0.433 -0.178 3.408 0.3364 0.1109 0.3053
H 1.963 -1.850 0.611 -0.0570 -0.6647 -0.1550
O -2.080 -0.031 1.950 1.1132 0.0313 0.4818
O 1.784 2.071 -0.287 -1.1070 2.3734 0.6426
O 1.849 0.541 -2.587 0.1110 0.8375 0.6292
H -0.928 -0.429 -0.248 -0.5103 0.0837 0.1869
H 2.490 1.691 0.236 1.7908 -0.9195 1.1614
O -3.220 1.045 -2.655 -0.0665 0.1466 -0.2343
H -2.374 0.879 -3.069 0.1514 0.0568 -0.2828
H 0.517 -0.173 0.122 0.0808 -0.3908 0.7934
H -4.342 0.482 -0.147 -0.4058 0.3777 0.0873
H 0.526 -0.856 2.739 -0.1347 0.5725 0.4996
H 2.613 -0.031 -2.513 0.3571 -0.1649 -0.2377
H 0.911 -1.960 1.695 -0.0913 -0.7569 -0.1574
O 3.827 0.304 -0.077 -0.5296 0.3136 0.0301
O -3.601 -0.123 -0.120 -0.0431 -0.1122 -0.4699
H 4.385 0.091 -0.826 0.4904 0.1534 -0.1936
O 1.652 -1.424 1.410 0.4946 0.4606 -0.6057
H -2.503 -0.880 2.076 -0.2860 -0.1261 0.1276
H -2.447 0.301 1.130 -0.4137 0.0441 -0.0325
O -0.068 -0.257 -0.631 0.5846 0.3715 -0.7105
H 1.140 0.050 -2.170 -0.8770 -0.6392 -0.0997
H -3.207 0.512 -1.860 0.1077 -0.0026 0.2383
```
Positions in Å, forces in eV/Å.

Properties
⟨S²⟩   0.7544
Spin multiplicity   2
Net charge   +1
Orbital gap (spin up / spin down)   10.36 / 3.39 eV

---

# 3
The following is a quantum chemistry calculation of a molecular structure, H18O9Pb, from the OMol25 dataset.

XYZ file:
```
28
Properties=species:S:1:pos:R:3:forces:R:3
O -23.839 0.554 13.140 -1.6725 -0.4373 0.4706
H -23.380 0.010 9.424 1.1730 0.4993 -1.2598
O -20.728 -2.532 12.325 0.8285 -1.8782 1.7065
O -23.732 -0.254 10.255 -2.7763 0.1381 -1.0288
H -19.754 0.808 13.397 0.6862 0.5814 0.3737
H -20.255 -0.435 14.241 0.3720 0.3558 -0.0923
H -22.646 1.870 10.767 -0.2304 0.0361 -0.4304
H -22.479 -2.505 9.155 -0.1420 0.3170 -1.3473
H -22.051 2.528 11.975 0.3815 -0.2223 -0.2457
H -25.066 -2.354 12.204 -0.6790 -0.1694 -0.2441
O -21.936 1.750 11.399 -0.0388 0.7205 0.6439
H -20.228 -1.140 9.718 0.1109 -1.0193 -1.0948
H -23.952 -3.119 12.889 0.2075 -1.7539 0.6049
H -19.806 -0.166 10.693 1.2372 1.1440 0.8674
O -22.434 -2.766 10.057 0.1934 -1.1842 1.0280
H -22.551 -3.734 10.036 0.0007 0.4419 -0.0214
H -23.488 1.312 13.557 0.6440 1.7974 0.6236
H -22.776 -0.605 14.953 -0.1864 1.3563 0.4921
H -24.469 0.213 13.782 -0.5067 -0.1062 -0.0543
O -20.593 -0.526 10.333 -0.4342 0.1013 -0.7916
H -20.528 -3.083 11.580 0.2936 -0.4663 -0.9614
O -20.346 0.069 13.419 -0.5395 -0.5163 0.1862
H -20.763 -3.167 13.071 0.2430 0.5048 -0.2428
O -22.365 -1.432 14.778 1.0496 -0.4405 -0.4516
H -24.674 -0.354 9.962 0.6525 -0.0404 0.8886
O -24.174 -2.287 12.531 -0.6257 1.0406 -0.0539
H -23.087 -2.024 14.907 -0.7106 -1.1135 0.4104
Pb -22.267 -0.830 12.042 0.4686 0.3134 0.0241
```
Positions in Å, forces in eV/Å.

Properties
Net charge   +2
Orbital gap   10.03 eV

---

# 4
The following is a quantum chemistry calculation of a molecular structure, H18O9Xe, from the OMol25 dataset.

XYZ file:
```
28
Properties=species:S:1:pos:R:3:forces:R:3
H 6.233 8.525 15.639 -0.3005 -0.0432 0.0199
O 7.105 8.518 16.032 -0.0314 -0.3595 0.1536
O 10.004 10.142 8.085 -0.2005 -0.1895 0.3584
H 8.832 7.047 14.355 0.1330 -0.0857 0.2911
H 7.676 8.886 15.357 0.0712 0.5500 0.0341
H 9.513 12.592 14.101 -0.0157 -0.3012 0.1842
O 8.937 10.601 15.238 -0.0434 0.1481 -0.3840
H 6.079 11.880 12.386 -0.1201 -0.2026 0.1737
H 8.822 6.472 11.860 -0.0710 -0.1024 0.4776
H 7.531 7.412 13.672 -0.2620 0.0438 -0.0008
Xe 8.949 9.867 11.812 0.0084 -0.0783 -0.0120
H 9.245 11.161 15.950 -0.0681 0.0983 0.4267
H 9.583 9.897 15.190 0.4027 -0.1198 -0.0605
H 10.361 12.666 11.869 -0.2050 0.3005 0.5135
H 7.258 8.189 8.966 -0.2845 -0.0434 0.0361
H 6.251 12.705 11.128 -0.0158 0.1099 -0.2523
O 9.234 13.277 13.494 0.4289 0.2549 -0.0904
H 8.463 12.912 13.059 -0.6125 -0.0847 -0.1885
H 8.644 6.743 10.381 -0.1241 0.1789 -0.4816
O 8.137 7.812 9.001 -0.1926 -0.1406 -0.1869
O 8.219 6.747 13.683 0.1505 -0.0932 -0.1592
H 10.441 9.652 7.389 0.2404 -0.1597 -0.2134
O 10.828 12.720 11.035 0.3875 -0.2415 -0.4349
H 10.271 13.269 10.483 -0.0734 0.1519 -0.0931
H 8.722 8.547 8.816 0.5400 0.4446 -0.1204
H 9.285 10.595 7.645 -0.1522 0.2535 -0.1631
O 8.803 6.037 11.008 0.2136 -0.4118 0.0191
O 6.582 12.608 12.022 0.1966 0.1228 0.1532
```
Positions in Å, forces in eV/Å.

Properties
Net charge   0
Orbital gap   9.80 eV

---

# 5
The following is a quantum chemistry calculation of 10 unconnected molecules or ions with the total composition H19O10, from the OMol25 dataset.

XYZ file:
```
29
Properties=species:S:1:pos:R:3:forces:R:3
O 0.209 -0.914 -1.188 3.0732 3.3151 2.9990
O 1.575 2.361 1.289 -0.8925 -1.9947 0.1771
O -1.519 0.700 -2.413 0.9589 2.6355 -7.6672
O 2.993 0.024 -0.173 -1.4010 -1.7147 6.4450
O 2.326 -1.502 -2.638 0.3504 -1.1173 -0.9762
H -1.222 0.313 -1.681 2.0977 -3.0751 5.1633
H -2.054 2.089 2.180 0.7231 -0.1953 0.9543
H 0.947 1.202 -2.537 -4.0614 2.2599 -6.1366
H -1.184 -2.360 1.411 2.8614 2.2227 -0.6632
H 1.576 -1.282 -2.066 -1.6935 -0.2842 0.3115
H 0.509 -0.182 0.538 0.3152 -0.3224 -3.0214
H -0.168 0.691 1.687 0.8235 -1.7336 -0.8102
H 0.710 0.740 -1.068 0.8563 -0.0414 -2.7746
H -3.936 0.000 1.823 -0.3418 -0.1477 0.1396
H -2.761 0.205 0.999 4.5611 3.2859 -0.9923
O 1.353 0.961 -1.824 4.1635 0.0625 7.6181
H 1.345 1.904 0.397 1.0483 0.8710 2.5855
O 0.195 -0.205 1.398 -1.9261 1.4887 4.5175
H 3.242 0.200 -0.987 1.9286 1.8505 -5.7365
O -1.898 -2.895 1.585 -4.5721 -1.7693 -1.8373
H -1.991 0.835 3.042 0.2250 -0.0747 0.1744
H 1.519 1.666 2.055 0.2290 1.6098 -2.7690
H 2.876 -0.824 -2.302 1.3715 0.7598 -0.2088
H 2.166 -0.451 -0.316 0.0324 -0.4033 0.1583
H -0.305 -1.531 -1.531 -3.7080 -4.5452 -1.9499
H -0.635 0.546 -3.013 -3.6835 0.3352 2.1560
O -1.567 1.698 2.947 -0.8957 0.2712 -1.1090
H -2.517 -2.719 0.767 1.8738 -0.3976 2.5799
O -3.432 -0.359 1.093 -4.3172 -3.1512 0.6726
```
Positions in Å, forces in eV/Å.

Properties
Net charge   -1
Orbital gap   7.88 eV

---

# 6
The following is a quantum chemistry calculation of 9 unconnected molecules or ions with the total composition H19O9, from the OMol25 dataset.

XYZ file:
```
28
Properties=species:S:1:pos:R:3:forces:R:3
O -4.112 0.913 0.588 -0.7360 -1.4874 0.9419
O -3.009 2.145 -1.651 -0.1545 0.9151 -0.0344
H 3.679 -3.337 -0.450 0.0347 -0.4292 0.1777
H -2.213 -3.772 1.516 -1.0123 -0.3918 -0.6375
O 2.897 2.704 0.015 -0.9528 0.0690 -0.9627
H -3.054 2.900 -2.252 0.2278 -0.3142 -0.3158
H -3.508 2.514 -0.907 0.0485 -0.6830 0.2292
O 0.671 -0.762 -1.913 0.0533 2.6532 2.6256
H -4.122 -0.016 0.304 0.5942 0.4245 -0.9454
H 3.670 2.912 -0.518 0.4150 0.0281 1.0023
O 0.552 2.087 2.051 0.1576 0.5907 -0.2251
H 0.498 2.992 1.708 -0.0139 -0.0830 0.1631
H 1.570 1.699 -0.908 -0.1217 0.5810 1.2704
H -2.531 -3.912 -0.133 -0.8091 -0.3211 0.7386
H 1.008 -0.734 -0.896 -0.1856 -2.4930 -1.2306
O 0.814 1.231 -0.517 -0.9626 -1.1559 -1.0370
O 0.884 -1.763 0.409 -0.8421 1.7189 -0.2371
H 0.562 1.459 0.397 0.4366 0.2508 -0.0476
H 0.220 2.162 2.952 -0.0845 -0.2457 0.0043
H 2.997 2.522 0.951 0.9054 0.1017 -0.1160
H 1.374 -0.221 -2.322 0.0687 -0.5359 -0.6999
H 0.631 -2.625 0.743 0.1873 -0.0414 -0.0094
O 3.166 -2.907 0.236 0.3599 0.6738 -0.0390
H 0.199 0.101 -1.433 -0.2287 -0.1768 -1.2025
O -1.952 -3.699 0.596 1.9379 0.7390 -0.0620
H 1.727 -1.429 0.716 0.2813 -0.9544 0.6575
H 2.788 -3.550 0.834 0.2990 -0.5484 -0.1434
H -4.640 0.704 1.379 0.0967 1.1154 0.1347
```
Positions in Å, forces in eV/Å.

Properties
Net charge   +1
Orbital gap   10.46 eV

---

# 7
The following is a quantum chemistry calculation of 9 unconnected molecules or ions with the total composition H19O9, from the OMol25 dataset.

XYZ file:
```
28
Properties=species:S:1:pos:R:3:forces:R:3
H 0.751 0.828 -3.380 -0.1299 -0.2925 0.0265
H -2.026 0.732 0.385 -0.2060 0.5833 0.3167
H 4.133 0.411 0.207 0.5482 -0.2973 -0.2736
O -2.005 1.379 -0.343 0.7325 -0.8022 -0.6685
H -0.646 1.939 -0.664 -0.2762 -0.1364 -0.0439
H -1.239 0.015 2.909 -0.1928 0.0404 -0.5015
H 0.312 -2.574 3.138 0.3761 -0.6132 0.8481
O 0.237 2.341 -0.962 0.9396 0.9765 0.9158
H 0.749 2.568 -0.131 -0.2616 -0.4247 -0.3907
H -1.254 -2.915 0.854 0.3389 0.1722 -0.2624
H -2.098 -3.532 -0.213 -0.3412 -0.2517 -0.4377
H 3.299 -0.761 -0.519 0.5928 0.8434 0.4287
O -1.273 -1.162 -2.296 -0.4710 -0.0148 0.8805
H 1.451 1.252 1.714 0.1067 0.0613 -0.0503
O -1.508 0.018 1.976 0.3943 -0.6843 0.0085
O 0.613 -2.331 2.275 -0.0981 0.6396 -1.4910
H 0.140 -0.107 -2.243 -0.2016 0.2532 -0.6918
O 3.271 0.041 0.037 -1.2662 -0.4915 -0.1082
H -2.605 2.092 -0.186 -0.8165 0.4936 0.4358
O 0.834 0.565 -2.456 0.5115 -0.2052 0.0368
H 1.052 2.610 2.355 0.0185 -0.0078 0.0522
O 1.308 2.189 1.530 -0.0346 0.0629 -0.1911
O -1.534 -2.775 -0.066 0.2021 0.0169 0.8621
H -2.229 -0.921 -2.232 1.2354 -0.2121 -0.0130
H 1.469 -2.722 2.034 -0.5063 -0.0075 0.6420
H -1.097 -0.776 1.582 -0.0614 0.3745 0.5026
H 0.738 1.650 -1.581 -0.5132 -0.2212 -0.0372
H -1.075 -1.665 -1.465 -0.6199 0.1445 -0.7954
```
Positions in Å, forces in eV/Å.

Properties
Net charge   +1
Orbital gap   11.70 eV

---

# 8
The following is a quantum chemistry calculation of 2 unconnected molecules or ions with the total composition H2, from the OMol25 dataset.

XYZ file:
```
2
Properties=species:S:1:pos:R:3:forces:R:3
H -0.745 -0.070 -0.598 0.3065 0.0289 0.2461
H 0.745 0.070 0.598 -0.3065 -0.0289 -0.2461
```
Positions in Å, forces in eV/Å.

Properties
⟨S²⟩   0.7554
Spin multiplicity   2
Net charge   -1
Orbital gap (spin up / spin down)   10.90 / 7.93 eV

---

In the order shown, the computed maximum force values come out to 1.8; 2.9; 3.0; 0.7; 8.7; 3.7; 1.6; 0.4 eV Å⁻¹.
In the order shown, the computed energy above the lowest of the compared OMol25 structures with the same formula, charge and spin values come out to 14.9; 29.9; 40.8; 23.3; 113.8; 89.1; 20.6; 19.0 kcal per mole.
In the order shown, the computed electronic energy values come out to -18709.359; -18708.710; -23953.025; -27681.848; -20781.582; -18727.819; -18730.792; -28.025 eV.